# 1
105
Properties=species:S:1:pos:R:3 method="wB97M-V/def2-TZVPD" total_charge=+1 homo_ev=-9.56 e_tot_ha=-4728.22504 lumo_energy_ha=-0.151 orbital_gap_ev=5.5 relative_energy_ev=1.077
Au -0.56 -0.59 -1.90
S 1.27 -2.48 -2.56
C 0.54 -2.70 -4.12
C 1.37 -2.96 -5.21
C 0.84 -3.05 -6.48
C 1.73 -3.22 -7.61
N 2.44 -3.35 -8.50
C -0.55 -2.96 -6.67
C -1.38 -2.74 -5.59
C -0.86 -2.57 -4.31
S -1.91 -2.18 -2.98
C -1.11 -3.04 -8.00
N -1.58 -3.09 -9.04
H 2.44 -3.06 -5.06
H -2.45 -2.66 -5.75
N -0.90 -1.02 0.49
S -0.45 -0.38 1.71
N -0.85 1.22 1.99
S -0.05 2.51 1.81
N 0.75 2.89 0.54
S 0.29 2.43 -0.97
N 0.61 1.06 -1.34
C -1.42 2.98 -1.09
C -2.41 2.04 -0.87
C -3.74 2.45 -0.92
C -4.06 3.78 -1.17
C -3.05 4.71 -1.38
C -1.72 4.32 -1.34
C 1.19 3.64 -1.90
C 1.31 3.36 -3.25
C 1.94 4.29 -4.08
C 2.43 5.47 -3.54
C 2.32 5.73 -2.18
C 1.69 4.82 -1.35
C 1.15 2.72 3.09
C 2.47 3.00 2.80
C 3.37 3.11 3.85
C 2.94 2.95 5.16
C 1.61 2.68 5.43
C 0.70 2.56 4.40
C -1.25 3.77 2.13
C -2.58 3.45 2.39
C -3.48 4.49 2.60
C -3.05 5.81 2.53
C -1.72 6.11 2.26
C -0.81 5.09 2.06
C -1.21 -1.10 3.17
C -1.99 -0.37 4.06
C -2.61 -1.04 5.11
C -2.45 -2.41 5.26
C -1.67 -3.13 4.35
C -1.05 -2.47 3.30
C 1.30 -0.44 2.13
C 1.71 -0.52 3.45
C 3.07 -0.54 3.72
C 3.99 -0.47 2.68
C 3.56 -0.37 1.37
C 2.20 -0.37 1.08
H -2.16 1.01 -0.67
H -4.53 1.72 -0.76
H -5.09 4.09 -1.20
H -3.30 5.74 -1.60
H -0.93 5.04 -1.52
H 0.93 2.42 -3.64
H 2.03 4.08 -5.14
H 2.90 6.20 -4.19
H 2.72 6.65 -1.77
H 1.60 5.00 -0.29
H 2.78 3.11 1.77
H 4.41 3.33 3.64
H 3.65 3.02 5.97
H 1.27 2.57 6.46
H -0.35 2.35 4.59
H -2.88 2.42 2.42
H -4.51 4.27 2.81
H -3.76 6.61 2.68
H -1.39 7.14 2.21
H 0.23 5.30 1.84
H -2.11 0.69 3.92
H -3.23 -0.49 5.80
H -2.92 -2.92 6.09
H -1.56 -4.20 4.46
H -0.45 -3.01 2.58
H 0.99 -0.58 4.26
H 3.42 -0.62 4.75
H 5.05 -0.49 2.90
H 4.28 -0.32 0.56
H 1.84 -0.29 0.06
C 0.83 -5.34 -0.18
Te -0.50 -3.88 -1.06
C -0.55 -5.31 -2.65
C -0.19 -6.64 -2.06
C -0.49 -7.83 -2.70
C -0.14 -9.04 -2.12
C 0.51 -9.06 -0.89
C 0.82 -7.87 -0.26
C 0.49 -6.65 -0.84
H 0.68 -5.38 0.89
H 1.87 -5.05 -0.37
H 0.19 -4.99 -3.39
H -1.53 -5.28 -3.11
H -1.01 -7.82 -3.65
H -0.38 -9.97 -2.62
H 0.77 -10.00 -0.43
H 1.33 -7.88 0.70

***

# 2
6
Properties=species:S:1:pos:R:3 method="wB97M-V/def2-TZVPD" total_charge=-2 spin_multiplicity=3 homo_ev="-2.30 / -2.30" e_tot_ha=-3245.20719 lumo_energy_ha="0.202 / 0.223" orbital_gap_ev="7.8 / 8.4" relative_energy_ev=0.000
V -19.28 -27.09 22.84
Cl -21.95 -27.19 23.13
Cl -19.44 -24.48 22.74
Cl -18.92 -29.59 23.00
Cl -18.94 -26.83 25.28
Cl -18.87 -26.93 20.45